The following is a DFT calculation (ωB97M-V/def2-TZVPD) of 2 unconnected molecules or ions with the total composition C4H12 in a non-equilibrium geometry.

Geometry as XYZ:
```
16
Properties=species:S:1:pos:R:3:forces:R:3:nbo_charge:R:1
C -1.053195 -1.912701 -1.447188 -0.6 0.6 -0.5 -0.61
C 0.257690 1.981833 0.625499 -0.4 -0.5 1.2 -0.61
C 0.415416 -1.533970 -1.318212 -0.1 -0.3 0.3 -0.61
C 0.430275 1.493517 2.083512 -0.2 -0.1 -0.1 -0.61
H -1.690872 -1.177112 -0.937677 0.2 -0.3 0.3 0.20
H 0.900605 2.236907 2.732364 0.0 -0.1 -0.1 0.20
H -0.704454 2.470204 0.496009 0.0 0.3 0.0 0.20
H 1.057066 2.664642 0.372066 0.1 0.0 -0.4 0.21
H 0.534903 -1.225387 -0.278887 0.5 0.2 -0.1 0.20
H 0.231017 1.085492 0.020114 0.2 0.1 -0.6 0.20
H 1.023460 0.570990 2.098359 0.1 0.3 0.1 0.20
H -1.225037 -2.900901 -1.034745 -0.2 -0.1 0.1 0.21
H -0.534042 1.233244 2.528143 0.1 0.1 0.0 0.20
H 1.093671 -2.375025 -1.477698 -0.2 -0.1 -0.1 0.20
H -1.467268 -1.861602 -2.461117 0.5 -0.4 -0.1 0.20
H 0.730760 -0.750137 -2.000538 -0.1 0.3 0.1 0.21
```
Forces are in eV/Å.

As for the structure (SMILES): CC.CC. The calculation puts the energy above the lowest of the compared OMol25 structures with the same formula, charge and spin at 0.218 eV. For the HOMO-LUMO gap, the calculation gives 12.815 eV. The calculation puts the energy at -4342.310 eV.